# 1
{"formula": "C5H24N2O7", "method": "ωB97M-V/def2-TZVPD", "elements": ["C", "N", "C", "C", "N", "C", "C", "O", "H", "H", "H", "H", "H", "H", "H", "H", "H", "H", "H", "H", "O", "H", "H", "O", "H", "H", "O", "H", "H", "O", "H", "H", "O", "H", "H", "O", "H", "H"], "xyz": [[-1.50683, 2.52859, -1.79731], [-0.50643, 1.51523, -1.51647], [0.81305, 2.00603, -1.01344], [1.82674, 0.81916, -1.01217], [1.33635, -0.06827, 0.05643], [2.26695, -0.58394, 1.06194], [1.62960, -1.60905, 1.97948], [2.29192, -2.55094, 2.34804], [-1.04423, 3.35296, -2.33689], [-2.38559, 2.09704, -2.29364], [-1.97032, 2.93700, -0.87959], [-0.83758, 0.86734, -0.76301], [0.77393, 2.50746, -0.05383], [0.97657, 2.71361, -1.86193], [2.78290, 1.27669, -0.64818], [1.92070, 0.33778, -2.03352], [0.59224, -0.67653, -0.23593], [2.52845, 0.21736, 1.81735], [3.12547, -1.02074, 0.55238], [0.55027, -1.70890, 2.26228], [1.41385, -3.11022, -0.81416], [0.97642, -2.36004, -1.22794], [0.73896, -3.75491, -0.59329], [0.29720, 1.67851, 2.07527], [0.53212, 0.94670, 1.47486], [1.04577, 2.15090, 2.43712], [-2.75259, 1.17989, 2.15746], [-2.34091, 1.63690, 2.89797], [-2.19637, 1.34900, 1.38528], [-0.82438, -1.37946, -2.73249], [-0.77933, -0.42829, -2.79299], [-0.58841, -1.77270, -3.57478], [-1.44453, -2.20062, -0.02567], [-1.52947, -2.19615, -1.02293], [-1.84884, -3.06809, 0.11802], [-1.70108, -1.33209, 2.49354], [-1.83193, -1.71643, 1.61368], [-2.33068, -0.58079, 2.49909]], "forces_ev_per_angstrom": [[-0.68, 0.05, 1.20], [0.17, -1.87, 1.70], [-0.54, -0.08, -3.31], [-0.49, 1.17, 0.94], [-0.01, 0.56, 0.31], [-0.83, 0.59, 0.13], [-0.30, -2.28, -0.47], [0.53, 0.25, 0.38], [-0.24, -0.09, -0.28], [0.52, 0.07, -0.49], [0.42, 0.26, -0.06], [-0.11, 0.72, -0.97], [-0.01, 0.06, 0.12], [1.00, -0.02, 0.93], [-0.48, -0.71, -0.61], [0.01, 0.51, 1.18], [0.14, -0.48, 0.12], [0.27, -0.36, -1.10], [0.29, -0.08, 0.62], [0.33, 1.36, -0.41], [0.54, 0.01, -0.12], [-0.27, -0.24, -0.07], [-0.16, 0.16, 0.02], [-1.14, 0.27, 0.39], [0.57, 0.26, -0.02], [0.36, -0.32, -0.22], [-0.51, 0.14, -0.23], [0.29, 0.04, -0.20], [0.12, 0.11, 0.46], [-0.11, -0.99, 0.47], [0.20, 0.90, -0.09], [0.03, 0.19, -0.14], [-0.49, -0.99, -2.28], [0.39, 0.78, 1.07], [0.09, 0.00, 0.58], [-0.54, 0.03, 0.03], [0.15, 0.33, 0.35], [0.51, -0.28, 0.09]], "nbo_charge": [-0.413, -0.672, -0.229, -0.224, -0.698, -0.316, 0.393, -0.527, 0.199, 0.202, 0.171, 0.348, 0.203, 0.184, 0.205, 0.198, 0.387, 0.199, 0.221, 0.185, -0.942, 0.471, 0.473, -1.000, 0.498, 0.475, -0.950, 0.491, 0.481, -0.993, 0.508, 0.488, -0.976, 0.511, 0.476, -0.995, 0.474, 0.491], "homo_lumo_gap_ev": 9.12, "total_energy_ev": -22885.7765, "relative_energy_kcal_mol": 69.6, "smiles": "CNCCNCC=O.O.O.O.O.O.O", "largest_force_ev_per_a": 3.4}


# 2
{"formula": "C5H24NO8", "method": "ωB97M-V/def2-TZVPD", "elements": ["C", "N", "C", "C", "C", "O", "C", "O", "H", "H", "H", "H", "H", "H", "H", "H", "H", "H", "H", "H", "H", "H", "O", "H", "H", "O", "H", "H", "O", "H", "H", "O", "H", "H", "O", "H", "H", "O"], "xyz": [[-0.46249, 3.71158, 0.82448], [-1.54600, 2.74299, 0.60831], [-1.16867, 1.79575, -0.47363], [-1.94829, 1.98466, -1.79640], [-1.27845, 1.78999, -3.15294], [-3.06411, 1.01158, -1.91668], [-1.28528, 0.36120, 0.06053], [-0.52037, 0.19063, 1.18467], [0.36203, 3.68223, 0.11446], [-0.81316, 4.75847, 0.84266], [-0.16165, 3.64694, 1.88030], [-1.59283, 2.16001, 1.43147], [-0.14099, 1.97398, -0.80613], [-2.54780, 2.89220, -1.80782], [-0.42364, 1.10520, -3.18313], [-2.03737, 1.42115, -3.83030], [-0.82240, 2.76277, -3.37885], [-3.30657, 0.63775, -1.07172], [-0.97380, -0.43518, -0.63625], [-2.29975, 0.06239, 0.39084], [2.69791, -1.99996, 2.75846], [2.51242, -0.44117, 2.54830], [3.07656, -1.19920, 2.40007], [3.03278, 0.67996, -1.38641], [3.93489, 1.07412, -2.64248], [3.37553, 0.42603, -2.23699], [-2.49400, -2.04119, 2.09196], [-1.54850, -1.02100, 2.67190], [-2.21676, -1.66325, 2.92337], [1.10004, -3.46253, 0.86414], [0.96764, -3.21895, -0.66184], [1.15920, -3.90502, -0.02393], [-0.07053, -1.02553, 1.26789], [-0.19817, -2.62161, 1.92771], [0.36487, -2.03146, 1.41549], [3.29338, -2.17716, -0.63245], [2.75542, -3.58777, -0.40976], [3.58348, -3.09332, -0.62633]], "forces_ev_per_angstrom": [[-0.77, 1.49, 1.56], [0.90, -0.86, -1.34], [-0.54, 0.63, -0.50], [-2.63, -1.81, -0.47], [1.43, 0.82, 1.01], [0.47, -0.22, 0.18], [1.10, -0.40, -0.54], [-0.59, 1.99, -0.03], [0.05, -0.38, 0.18], [-0.28, -0.34, -0.63], [0.67, -0.39, -0.40], [-0.15, 0.27, 0.28], [0.28, -0.26, 0.51], [0.84, 0.66, 0.35], [-0.27, -0.26, 0.37], [0.04, 0.46, -0.33], [-0.35, -0.15, -0.70], [-0.32, 0.20, 0.24], [-0.34, 0.24, -0.26], [-0.15, 0.26, 0.03], [-0.54, 0.15, 0.06], [-0.43, -0.35, 0.29], [1.09, 0.34, -0.39], [0.32, 0.64, 0.26], [0.30, 0.73, 0.27], [-0.64, -1.36, -0.48], [-0.25, -0.32, -0.33], [0.11, 0.05, 0.27], [-0.05, 0.20, 0.25], [0.07, -0.11, -1.64], [-0.34, 0.27, 0.10], [0.01, -1.06, 0.79], [1.19, -3.45, 0.92], [-0.36, 0.49, 0.08], [-0.67, 1.76, 0.12], [0.23, 0.10, 0.05], [0.79, 0.20, -0.04], [-0.22, -0.23, -0.09]], "nbo_charge": [-0.432, -0.594, -0.104, 0.090, -0.635, -0.739, -0.158, -0.262, 0.192, 0.202, 0.202, 0.359, 0.198, 0.203, 0.214, 0.249, 0.212, 0.451, 0.241, 0.252, 0.481, 0.465, -0.945, 0.472, 0.480, -0.951, 0.464, 0.462, -0.919, 0.503, 0.470, -0.955, 0.468, 0.476, -1.070, 0.452, 0.482, -0.977], "homo_lumo_gap_ev": [9.81, 5.43], "total_energy_ev": -23439.6215, "multiplicity": 2, "relative_energy_kcal_mol": 38.7, "largest_force_ev_per_a": 3.8}